# C4H11ClO3Si

A cluster of 2 separate species, C4H11ClO3Si in total at a distorted geometry (ωB97M-V/def2-TZVPD, OMol25).

Geometry as XYZ:
```
20
Properties=species:S:1:pos:R:3:lowdin_spin:R:1
C -4.0777 -1.3539 -2.7715 0.686
C 0.0826 1.9039 1.0254 0.000
C 3.6352 -0.7660 2.3149 0.000
C -2.0778 -0.3813 -2.1383 0.683
O -3.3564 -0.4164 -2.2691 0.423
O 0.9289 0.8353 1.3408 0.000
O 2.7463 -1.0488 1.2676 0.000
Si 1.7765 -0.1499 0.3681 0.002
Cl 2.7335 0.9922 -0.9956 0.000
H 0.9942 -1.1609 -0.3055 0.001
H -5.1344 -1.1777 -2.8017 0.048
H -3.6457 -2.2596 -3.1669 0.054
H 0.2281 2.6867 1.7705 0.000
H -0.9553 1.5705 1.0572 0.000
H 0.3020 2.3063 0.0345 0.000
H 4.5042 -0.2194 1.9456 0.000
H 3.9584 -1.7175 2.7355 0.000
H 3.1412 -0.1724 3.0868 0.000
H -1.4467 -1.1928 -2.4647 0.053
H -1.6673 0.4910 -1.6714 0.049
```

## Properties
- HOMO-LUMO gap (spin up / spin down): 0.25710 / 0.40113 Ha
- E: -1134.351251 a.u.
- LUMO (spin up / spin down): 0.78 / -0.06 eV
- 2S+1: 3